(A)
Density functional theory data (ωB97M-V/def2-TZVPD) for the ion C6H12N3 with charge +1.

Results
* charge: +1
* LUMO (spin up / spin down): -4.79 / -5.14 eV
* HOMO energy (spin up / spin down): -12.5 / -11.8 eV

Geometry (Å):
C: -3.6071 0.4688 -1.0781
C: -2.5194 -0.2148 -0.6196
C: -1.2561 0.3380 -0.5764
C: 1.1012 0.1001 0.1380
C: 0.6047 -2.6147 0.6251
C: 2.6179 1.9589 0.5207
N: -0.3347 -1.7597 -0.0114
N: 1.3213 1.3876 0.2699
N: -0.0856 -0.5002 -0.1224
H: -4.5897 0.0327 -1.0511
H: -3.5196 1.4661 -1.4836
H: -2.6242 -1.2250 -0.2478
H: -1.0079 1.3166 -0.9420
H: 1.9509 -0.5579 0.2803
H: 0.9949 -2.1948 1.5585
H: 0.0726 -3.5410 0.8343
H: 1.4540 -2.8603 -0.0266
H: 2.5441 2.6952 1.3236
H: 2.9915 2.4659 -0.3739
H: 3.3296 1.1859 0.8082
H: 0.5617 2.0526 0.1741


(B)
Density functional theory data (ωB97M-V/def2-TZVPD) for a structure of composition C6H12N3.

Results
* charge: +1
* LUMO: -3.14 eV
* HOMO energy: -13.0 eV

Geometry (Å):
C: 0.0164 2.5161 1.1837
C: 0.4308 1.8304 0.1147
C: -0.6569 0.4240 1.3798
C: 1.2762 -1.5797 0.3409
C: -1.3031 -1.2500 -0.9520
C: 0.0326 -0.5596 -0.7137
N: -0.6518 1.6163 2.0147
N: -0.0118 0.5234 0.2173
N: 0.5778 -0.1839 -1.9938
H: 0.2047 3.5522 1.2966
H: 1.0100 2.0457 -0.8078
H: -1.2295 -0.4960 1.6751
H: 2.0901 -0.8299 0.5269
H: 0.7237 -1.8881 1.1328
H: 1.6713 -2.3944 -0.3092
H: -2.0715 -0.7174 -1.5074
H: -1.6802 -1.6335 -0.0817
H: -1.2739 -2.2124 -1.5554
H: -0.8815 1.9566 2.9251
H: 0.1532 -0.6398 -2.7676
H: 1.5733 -0.0799 -2.1188


Quick one: most stable of them? (B)


(A)
Density functional theory data (ωB97M-V/def2-TZVPD) for the ion C4H6N with charge +1.

Results
* charge: +1
* LUMO: -5.16 eV
* HOMO energy: -14.1 eV

Geometry (Å):
C: 1.1254 0.4200 -0.0056
C: 2.2513 -0.1892 0.0537
C: -1.1189 -0.3632 0.0299
C: -2.3326 0.3296 0.0521
N: -0.0746 0.6712 -0.0158
H: 2.9356 -0.3474 0.8748
H: 2.8950 -0.1338 -0.8599
H: -0.6769 -1.1529 0.5730
H: -1.2660 -0.6575 -1.0727
H: -3.1962 -0.1683 0.1753
H: -0.5422 1.5915 0.1952


(B)
Density functional theory data (ωB97M-V/def2-TZVPD) for a cluster of 3 separate species, C4H6N in total.

Results
* charge: +1
* LUMO (spin up / spin down): -6.70 / -6.68 eV
* HOMO energy (spin up / spin down): -15.1 / -15.1 eV

Geometry (Å):
C: -0.1528 1.6325 -0.0009
C: -1.4118 0.8508 -0.3434
C: 0.3354 0.4319 -0.0020
C: -1.8331 -0.3777 0.3819
N: -0.6845 -0.4151 -0.5390
H: -0.0769 2.5732 0.3578
H: 2.3436 -1.3026 -0.6867
H: 2.0380 -0.5838 -0.1987
H: -1.6208 -0.4642 1.5303
H: -2.8148 -0.7535 -0.0124
H: -0.2897 -1.0860 -1.1809


(C)
Density functional theory data (ωB97M-V/def2-TZVPD) for the ion C4H6N with charge +1.

Results
* SMILES: C=[N+]1C=C1C
* charge: +1
* LUMO: -4.19 eV
* HOMO energy: -15.0 eV

Geometry (Å):
C: 0.4910 1.3787 0.3297
C: -0.4231 0.4527 0.1159
C: 1.9280 -0.7578 -0.2326
C: -1.8165 -0.2121 -0.0138
N: 0.9791 0.1025 0.0540
H: 0.7587 2.3852 0.6094
H: 1.6099 -1.7678 -0.5464
H: 2.9684 -0.6544 -0.0736
H: -2.0968 -0.0646 -1.0367
H: -2.6442 0.3273 0.5875
H: -1.7545 -1.1897 0.2067


(D)
Density functional theory data (ωB97M-V/def2-TZVPD) for the ion C4H6N with charge +1.

Results
* SMILES: CC=[N+]1C=C1
* charge: +1
* LUMO: -4.27 eV
* HOMO energy: -15.0 eV

Geometry (Å):
C: 2.0055 -0.7840 0.0003
C: 2.2327 0.5067 0.0038
C: -2.1010 -0.2410 -0.0006
C: -0.4048 0.3472 -0.0041
N: 0.8879 0.0838 -0.0054
H: 2.2391 -1.8248 0.0008
H: 2.8105 1.4025 -0.0029
H: -2.4263 0.0235 0.9937
H: -2.1334 -1.3006 -0.2041
H: -2.5437 0.3608 -0.7793
H: -0.5666 1.4259 -0.0022


Quick one: most stable of them? (C)